## 1
Formula: C4H11S2
Source: the OMol25 dataset
Level of theory: the ωB97M-V functional and the def2-TZVPD basis

```
17
Properties=species:S:1:pos:R:3:lowdin_charge:R:1
C 1.722 0.618 -1.812 -0.44
S 3.136 0.350 -0.722 0.65
C 2.337 -0.612 0.609 -0.43
H 1.911 1.562 -2.318 0.02
H 1.638 -0.226 -2.487 0.03
H 0.855 0.739 -1.165 -0.02
H 1.317 -0.269 0.768 -0.01
H 2.988 -0.643 1.482 0.02
H 2.301 -1.659 0.294 0.02
C -3.769 -0.323 1.786 -0.27
C -2.795 0.581 1.040 -0.80
S -1.764 -0.454 -0.124 0.08
H -4.408 -0.759 1.015 0.04
H -3.254 -1.112 2.321 0.04
H -4.400 0.254 2.477 0.04
H -3.236 1.381 0.454 0.01
H -2.110 1.050 1.751 0.01
```

Output
Charge: -1
Multiplicity: 1

---

## 2
Formula: C4H11S2
Source: the OMol25 dataset
Level of theory: the ωB97M-V functional and the def2-TZVPD basis

```
17
Properties=species:S:1:pos:R:3:lowdin_charge:R:1
C 1.177 -2.407 -1.242 -0.41
S 1.495 -2.596 0.589 0.63
C 0.598 -1.090 1.181 -0.52
H 1.939 -3.220 -1.484 0.02
H 1.620 -1.405 -1.361 0.02
H 0.161 -2.549 -1.464 -0.01
H 0.880 -0.319 0.460 -0.02
H -0.541 -1.173 1.230 0.01
H 1.090 -0.878 2.140 0.01
C -0.861 2.634 -0.309 -0.27
C -1.239 1.356 0.413 -0.80
S -1.612 -0.015 -0.778 0.16
H -1.671 2.978 -1.007 0.05
H 0.092 2.472 -0.859 0.05
H -0.737 3.497 0.387 0.05
H -2.030 1.610 1.118 0.04
H -0.362 1.104 0.986 0.00
```

Output
Charge: -1
Multiplicity: 1

---

Stability, highest: 1